{"formula": "C8H14Cl2N2O2Pd", "method": "ωB97M-V with the def2-TZVPD basis set", "homo_lumo_gap_ev": [10.49, 6.69], "lumo_ev": [-6.393, -10.641], "total_energy_ha": -1620.6315, "multiplicity": 5, "fmax_ev_per_a": 0.719, "charge": 2, "molar_mass_g_mol": 347.538, "e_homo_ev": [-16.887, -17.327], "species": ["Pd", "N", "N", "C", "O", "O", "H", "H", "H", "C", "C", "C", "C", "C", "C", "H", "H", "H", "H", "H", "H", "H", "H", "H", "Cl", "C", "Cl", "H", "H"], "positions_angstrom": [[1.472, 1.372, -0.463], [3.031, -2.156, 0.603], [4.071, -1.437, 0.925], [4.052, 0.040, 1.063], [5.060, 0.486, 1.512], [2.959, 0.589, 0.711], [2.141, -1.674, 0.606], [3.086, -3.164, 0.677], [4.955, -1.905, 1.108], [-2.555, -2.350, -0.717], [-2.644, -0.820, -0.680], [-3.159, -0.365, 0.787], [-3.598, -0.236, -1.729], [-1.384, -0.180, -0.647], [-0.296, 0.432, -0.529], [-3.558, -2.756, -0.595], [-1.922, -2.738, 0.079], [-2.166, -2.681, -1.679], [-4.143, -0.834, 0.837], [-3.261, 0.714, 0.857], [-2.524, -0.756, 1.577], [-4.587, -0.663, -1.572], [-3.262, -0.502, -2.730], [-3.666, 0.848, -1.653], [1.122, 3.304, 1.094], [2.433, 4.311, 0.371], [3.228, 3.402, -0.928], [3.148, 4.522, 1.157], [1.968, 5.197, -0.044]], "atomic_forces_ev_per_a": [[0.2, 0.3, -0.2], [0.0, 0.0, 0.1], [0.0, 0.0, 0.0], [0.2, 0.2, -0.1], [0.1, 0.1, 0.0], [-0.3, -0.6, 0.2], [0.0, 0.0, 0.0], [0.0, 0.0, 0.0], [0.0, 0.0, 0.0], [0.0, 0.0, 0.0], [0.0, 0.0, 0.0], [0.0, 0.0, 0.0], [0.0, 0.0, 0.0], [0.0, 0.0, 0.0], [0.1, -0.1, 0.1], [0.0, 0.0, 0.0], [0.0, 0.0, 0.0], [0.0, 0.0, 0.0], [0.0, 0.0, 0.0], [0.0, 0.0, 0.0], [0.0, 0.0, 0.0], [0.0, 0.0, 0.0], [0.0, 0.0, 0.0], [0.0, 0.0, 0.0], [0.0, 0.1, 0.0], [0.0, 0.0, 0.0], [-0.1, -0.1, 0.0], [0.0, 0.0, 0.0], [0.0, 0.0, 0.0]]}